Density functional theory data (ωB97M-V with the def2-TZVPD basis set) for 2 unconnected molecules or ions with the total composition C3H10N2O2.

XYZ file:
```
17
Properties=species:S:1:pos:R:3:forces:R:3
C 0.100805 -1.088027 -1.641253 0.7376 -3.3390 1.3128
N -0.040106 0.167385 -1.107182 -2.4740 3.9118 1.0983
C 0.761393 0.678627 -0.134215 1.8841 -1.5912 0.9765
N 2.002601 0.038063 0.055470 0.3496 -1.3730 -1.4085
O 0.418880 1.575882 0.593555 -0.5751 1.0855 0.5600
C -0.141819 -2.346407 -0.640168 -0.2666 1.8318 -1.0344
H -0.428669 -1.185313 -2.537208 -1.4918 -0.2201 -1.0978
H 1.093107 -1.200871 -2.016780 1.0655 -0.0835 -0.2275
H -0.983694 0.693388 -1.044319 2.0987 -1.5934 -0.4330
H 2.554747 0.136145 0.919951 -0.9207 0.2765 -0.9537
H 2.301220 -0.742781 -0.603269 -0.6279 1.7370 1.5851
H 0.702206 -2.441500 0.078484 -0.8455 0.1646 -0.3381
H -1.144223 -2.192607 -0.146917 1.1598 -0.4995 -0.3452
H -0.125939 -3.193562 -1.323489 -0.2717 -0.3595 0.3693
H -1.749757 1.125302 1.829838 -2.5111 -0.0895 2.0916
H -2.799742 2.087642 2.327481 -0.5627 1.2565 0.0889
O -2.603754 1.175476 2.452949 3.2518 -1.1149 -2.2441
```
Positions in Å, forces in eV/Å.

Computed properties:
* highest occupied orbital energy: -9.69 eV
* calculated total energy: -10348.3962 eV
* ΔE to the lowest compared entry with this formula, charge and spin: 105.3 kJ/mol
* SMILES string: CCNC(N)=O.O
* HOMO-LUMO gap: 10.366 eV

Just the Mulliken charges please, in e? Sure, here they are: atom 1 (C): -1.015, atom 2 (N): -0.143, atom 3 (C): 0.516, atom 4 (N): -0.401, atom 5 (O): -0.625, atom 6 (C): -0.770, atom 7 (H): 0.510, atom 8 (H): 0.390, atom 9 (H): 0.281, atom 10 (H): 0.230, atom 11 (H): 0.190, atom 12 (H): 0.243, atom 13 (H): 0.260, atom 14 (H): 0.350, atom 15 (H): 0.345, atom 16 (H): 0.305, atom 17 (O): -0.666